Record 1
C6H31NO10 | ωB97M-V/def2-TZVPD

Its electronic energy is -28685.111 eV. The spin multiplicity is 1.

The geometry in XYZ format:
```
48
Properties=species:S:1:pos:R:3:forces:R:3:lowdin_charge:R:1
C 3.0810 0.1899 -0.5137 0.11 -3.05 3.98 0.0190
C 1.8122 0.2972 -0.7753 -1.48 -2.95 2.04 -0.1539
C 0.6532 -0.2657 0.1276 6.04 -2.71 1.71 -0.1577
N 0.6972 0.6556 1.2328 -0.68 -2.51 1.06 -0.0681
C -0.0573 0.2143 2.3612 1.52 4.41 -0.61 -0.1762
C -0.9807 -0.7094 2.4852 1.40 1.16 -2.08 -0.2493
C -1.4580 -0.9136 3.8086 -1.62 -3.89 3.28 -0.1386
H 3.3954 -0.3740 0.4788 -0.85 0.76 -2.41 0.1083
H 3.9435 0.5004 -0.9752 1.37 1.31 -1.60 0.0358
H 1.3393 0.8685 -1.4331 -0.87 2.19 -3.48 0.0109
H -0.2762 -0.3257 -0.2292 -3.57 0.12 -2.40 0.0526
H 0.8540 -1.4769 0.4629 -0.16 3.59 -0.60 0.1624
H 0.8338 1.5864 0.8451 -0.76 0.16 0.96 0.1200
H 0.2569 0.8679 3.2171 -0.74 -0.84 -0.32 0.1394
H -1.2417 -1.3261 1.6229 -0.09 0.30 0.58 0.0626
H -0.7789 -0.6127 4.6912 -1.10 0.01 -1.60 0.1049
H -2.5308 -0.5554 3.9650 1.40 -0.62 0.08 0.1024
H -1.4354 -2.1198 3.8722 -0.65 2.32 0.65 0.1144
O 0.9872 2.9430 -1.2473 0.08 -1.14 -0.10 -0.0558
H 0.2390 3.5383 -1.2976 -0.10 0.63 -0.02 0.0158
H 1.7392 3.2157 -0.7423 0.34 0.78 0.31 0.0527
O -3.1044 -1.7934 -0.3439 -2.07 2.07 -2.19 -0.0302
H -2.5227 -1.5375 0.3324 1.01 -0.29 1.13 -0.0424
H -3.1077 -2.7153 -0.5042 0.54 -1.27 0.47 0.0132
O 1.1431 2.2138 -3.9624 0.50 -0.07 -2.66 -0.0297
H 1.1564 2.2137 -3.0369 -0.32 0.18 2.24 -0.0561
H 0.2708 1.9889 -4.2836 -0.28 -0.05 0.18 0.0097
O -3.0837 0.9826 -2.5106 -1.97 -1.56 0.80 -0.1104
H -3.8268 1.6111 -2.6910 0.65 -1.20 0.12 0.0886
H -3.4731 0.0278 -2.4303 0.54 2.71 0.33 0.1144
O -1.7282 -3.5251 1.0547 2.51 1.32 1.50 -0.1205
H -0.7652 -3.2603 0.7890 -2.07 -1.10 0.61 0.0664
H -1.7897 -3.1323 1.9840 0.00 -1.10 -1.82 0.0498
O 1.3840 -3.6540 0.9521 -0.56 2.23 -0.92 -0.0450
H 1.4504 -2.9434 1.6145 0.29 -0.13 -0.02 -0.0028
H 1.4884 -4.4308 1.4401 0.26 -2.04 1.13 0.0173
O -1.4232 3.5174 -1.9570 -1.61 -1.06 -0.79 -0.0592
H -1.9100 3.0373 -1.2672 0.27 0.29 0.17 0.0545
H -1.7827 3.0083 -2.7327 0.96 0.83 0.61 0.0686
O -1.8410 0.3884 -4.6619 1.12 -1.53 2.00 -0.1189
H -0.9708 -0.0097 -4.3917 -0.76 0.54 -1.03 0.0522
H -2.3049 0.1817 -3.7897 0.48 1.10 -1.99 -0.0008
O 3.3136 1.2219 1.9285 -1.24 -1.15 1.41 -0.1035
H 2.3292 0.9680 1.9802 1.68 0.43 -0.63 0.0194
H 3.3179 2.1435 1.7402 0.07 1.18 -0.13 0.0157
O 1.8111 -1.7760 3.2434 -0.78 1.00 1.60 -0.0666
H 1.0825 -1.6886 3.9243 1.09 -0.49 -1.20 0.0620
H 2.1714 -0.8628 3.2881 0.11 -0.85 -0.37 0.0526
```
Positions in Å, forces in eV/Å.

---

Record 2
C6H32N2O11 | ωB97M-V/def2-TZVPD

Its electronic energy is -32243.712 eV. The spin multiplicity is 1.

The geometry in XYZ format:
```
51
Properties=species:S:1:pos:R:3:forces:R:3:lowdin_charge:R:1
C 1.5087 -0.6237 -3.6437 1.20 -0.75 -0.17 -0.1034
C 1.5775 -0.4466 -2.1265 -1.89 1.18 0.31 -0.2171
C 0.1421 -0.0717 -1.6145 0.50 -0.73 -0.23 -0.1446
C 0.0366 0.6604 -0.3287 1.24 -1.36 -0.21 -0.2812
C -0.2970 0.1531 0.8937 0.77 1.63 0.40 -0.1134
N -0.2651 1.1858 1.8286 -0.31 -0.19 0.30 0.0596
C 0.1324 2.2442 1.1813 -0.10 -0.02 -0.53 -0.1876
N 0.4177 1.9687 -0.1344 -0.70 0.51 0.89 0.1046
H 2.4555 -0.2786 -4.0693 -0.11 -0.21 -0.31 0.0675
H 0.6980 -0.1782 -4.2147 -0.15 0.58 0.52 0.0694
H 1.4022 -1.6855 -3.8744 0.23 -0.04 -0.06 0.0739
H 2.2307 0.3492 -1.7725 0.39 -0.03 -0.40 0.0766
H 1.8496 -1.3647 -1.6140 0.26 -0.08 -0.07 0.0921
H -0.4467 0.3937 -2.4050 0.26 0.45 -0.05 0.0961
H -0.3321 -1.0324 -1.4948 -0.55 -0.29 0.34 0.1123
H -0.3873 -0.8536 1.2239 -0.56 -0.47 -0.25 0.0940
H 0.0273 3.2798 1.4692 0.53 -0.10 0.54 0.1224
H 1.1705 2.4724 -0.5984 -0.70 -0.29 -0.64 0.1106
O 4.4238 2.6661 -0.5436 1.61 1.17 0.93 -0.0571
H 4.0534 2.9551 -1.3765 -0.53 -1.15 0.27 -0.0075
H 4.1475 1.8426 -0.1491 -0.62 -0.20 -0.71 0.0203
O -3.7339 1.5811 2.5196 0.89 0.67 0.08 -0.0675
H -3.6322 2.4942 2.2114 -0.70 -0.13 -0.38 0.0356
H -2.8372 1.5075 2.8802 -0.06 -0.70 0.16 0.0173
O 3.4175 -0.7988 1.8843 0.01 0.55 0.71 -0.0384
H 2.7032 -0.7187 1.2479 0.09 -0.41 -0.35 0.0271
H 4.0583 -1.4667 1.6366 -0.24 -0.11 -0.40 0.0475
O 2.2453 2.8305 -2.1360 -0.35 -0.23 0.42 -0.0538
H 2.5330 2.4605 -2.9739 -0.04 0.60 -0.26 0.0729
H 2.3237 3.7855 -2.0535 0.09 0.03 -0.80 0.0781
O -1.6508 -2.0655 3.5431 0.63 0.94 -0.88 -0.0602
H -0.7066 -1.8328 3.5979 0.25 -0.58 0.81 0.0115
H -1.8101 -1.4921 2.7729 -0.45 -0.12 0.08 0.0125
O -3.8125 -2.8115 1.8918 -0.81 0.33 -0.61 -0.0416
H -3.3675 -2.3055 2.5785 0.06 -0.70 0.25 0.0135
H -3.3817 -3.6596 1.7744 0.33 0.04 0.39 0.0617
O -2.6781 -1.0009 0.1223 -0.71 -0.21 0.34 -0.0734
H -3.2942 -1.6687 0.5039 0.38 0.09 -0.18 0.0428
H -3.0857 -0.1634 0.3910 0.12 0.14 0.01 0.0534
O 1.4538 -3.8789 0.1265 0.31 0.10 -0.12 -0.0558
H 1.9988 -4.0219 0.9057 -0.16 -0.01 0.25 0.0318
H 2.0800 -4.0202 -0.5918 -0.15 -0.04 -0.14 0.0305
O -2.9913 2.3772 -0.8674 -0.19 0.56 0.38 -0.0511
H -3.4885 1.9623 -1.5790 0.23 -0.39 0.00 0.0230
H -2.0843 2.0671 -0.9063 0.03 -0.21 -0.21 -0.0036
O -3.2487 -0.2427 -2.3970 -0.45 0.17 -0.29 -0.0728
H -2.7837 -0.5933 -1.6132 0.01 0.06 -0.11 -0.0133
H -2.6388 0.1582 -3.0174 0.28 -0.20 0.10 0.0187
O 1.1421 -0.9906 3.8632 -0.51 0.09 0.00 -0.0595
H 0.7050 -0.1744 3.5774 0.16 0.10 0.04 0.0186
H 2.0196 -0.9538 3.4701 0.20 -0.02 -0.17 0.0068
```
Positions in Å, forces in eV/Å.

---

Number 2 is which compound? C6H32N2O11